[1]
The molecule C19H20N4O4S2, computed with the ωB97M-V functional and the def2-TZVPD basis.

Structure (XYZ):
```
49
Properties=species:S:1:pos:R:3:forces:R:3:mulliken_charge:R:1
C -0.1702 4.3402 -1.1055 -0.31 0.91 -0.33 -0.7334
C -1.6880 4.6969 -1.1703 1.19 -0.58 0.19 -0.6108
N -2.4164 3.7731 -0.2592 -0.46 -1.47 -1.09 0.3570
C -2.9384 4.2974 0.9314 -1.71 0.35 1.58 -0.5916
C -2.1505 4.5524 2.0478 0.65 -0.28 0.37 0.2988
C -2.6387 5.0295 3.2545 -1.53 0.74 -0.87 -0.8521
C -4.0076 5.3823 3.3592 0.51 -0.89 -1.00 -0.3257
C -4.8543 5.1308 2.2656 0.92 -0.94 -0.55 -0.7355
C -4.3118 4.5650 1.0691 -0.12 0.54 0.40 -0.0373
S -2.7429 2.1040 -0.6964 -2.67 -0.32 -0.83 1.3957
O -3.9151 1.5432 0.0532 2.94 2.06 -1.26 -0.6705
O -2.8331 1.9973 -2.1805 1.06 0.59 3.19 -0.6984
C -1.3286 1.1863 -0.0367 0.14 -0.19 0.17 -0.2162
C -1.1653 1.1136 1.3602 0.09 -0.61 -0.45 -0.1798
C -0.1459 0.3206 1.8962 0.32 0.77 -1.40 -1.1805
C 0.7818 -0.3095 1.0262 -1.34 -0.45 -1.88 0.9733
C 1.9306 -1.0460 1.5684 1.03 1.88 3.27 0.3669
O 2.3937 -0.6505 2.6518 -0.56 -1.35 -2.05 -0.5876
N 2.4595 -2.0463 0.8019 -0.18 -0.39 -0.35 -0.1201
C 3.6623 -2.6513 1.0229 0.83 -0.05 0.97 0.5141
N 4.5392 -2.3738 1.9219 -0.93 1.11 0.48 -0.1166
N 5.6101 -3.1773 1.7170 -0.13 -1.55 -1.96 -0.6165
C 5.2821 -3.9110 0.6738 2.43 -0.49 1.17 0.3522
C 6.1802 -4.9083 -0.0035 0.06 0.40 -0.19 -0.5446
S 5.8255 -6.6067 0.5493 0.17 -0.47 -0.14 -0.0605
C 6.8742 -7.5358 -0.6427 0.20 0.77 0.66 -0.8219
O 4.0610 -3.6634 0.2125 -1.10 0.63 -0.49 -0.3603
C 0.5856 -0.2926 -0.3953 -1.53 1.44 1.96 -0.7568
C -0.4886 0.4727 -0.8882 0.34 -0.18 -0.30 -0.3599
H -0.0755 3.2726 -1.2759 0.11 -0.12 0.06 0.1328
H 0.4267 4.8385 -1.9042 -0.47 -0.12 0.62 0.3839
H 0.2374 4.5914 -0.1154 -0.01 -0.11 -0.35 0.2311
H -2.0181 4.5196 -2.1769 -0.36 -0.06 -0.49 0.4012
H -1.9038 5.7696 -0.9290 0.05 -1.13 0.16 0.3137
H -1.0975 4.3332 2.0273 0.34 -0.14 -0.27 0.3273
H -1.9419 5.1983 4.0467 0.15 0.05 0.49 0.4142
H -4.4192 5.7676 4.2738 -0.02 0.12 0.24 0.4035
H -5.9383 5.2383 2.3658 0.45 0.23 -0.15 0.3436
H -4.9274 4.3501 0.1936 -0.10 0.05 0.42 0.4089
H -1.8629 1.5960 2.0389 0.06 0.05 -0.23 0.5036
H -0.0502 0.3289 2.9679 0.37 -0.41 0.11 0.4309
H 1.9568 -2.3343 -0.0129 -0.17 -0.14 -0.21 0.2507
H 6.0983 -4.8277 -1.0991 -0.22 -0.08 0.34 0.3308
H 7.2035 -4.6094 0.2501 -0.19 -0.19 0.11 0.3695
H 6.9254 -8.5974 -0.4361 -0.33 -0.08 0.40 0.3272
H 6.4623 -7.4016 -1.6193 -0.10 0.09 -0.73 0.2730
H 7.8934 -7.1488 -0.5829 -0.08 0.01 -0.14 0.2701
H 1.2096 -0.7794 -1.1190 0.37 -0.17 0.03 0.3528
H -0.6395 0.4911 -1.9681 -0.17 0.19 0.29 0.4499
```
Positions in Å, forces in eV/Å.

Calculated values
* multiplicity: 1
* structure (SMILES): CCN(c1ccccc1)S(=O)(=O)c1ccc(C(=O)Nc2nnc(CSC)o2)cc1
* HOMO-LUMO gap: 8.551 eV
* LUMO: -0.494 eV

=====

[2]
The molecule C3H8O3, computed with the ωB97M-V functional and the def2-TZVPD basis.

Structure (XYZ):
```
14
Properties=species:S:1:pos:R:3:forces:R:3:mulliken_charge:R:1
O -1.0012 -0.3050 -1.8602 -0.17 -0.20 0.03 -0.6111
C -0.8315 0.5755 -0.7565 -0.01 0.19 0.11 -0.4299
C 0.5755 0.4155 -0.1148 -0.07 0.19 0.17 0.3080
O 1.2162 -0.7406 -0.6185 0.03 0.00 -0.30 -0.6050
C 0.4682 0.2051 1.3890 0.11 0.33 0.00 -0.7577
O -0.2183 -0.9981 1.6547 0.12 -0.22 -0.06 -0.5210
H -1.3328 -1.1415 -1.5101 0.03 0.12 -0.14 0.3285
H -0.9560 1.5863 -1.1519 0.03 -0.10 0.09 0.3094
H -1.6060 0.3977 -0.0019 0.11 0.01 -0.12 0.2818
H 1.1901 1.3043 -0.3252 -0.10 -0.12 0.06 0.3236
H 0.8627 -0.8486 -1.5173 0.14 -0.14 0.14 0.3446
H 1.4784 0.1965 1.8256 -0.17 -0.01 -0.03 0.3027
H -0.1029 1.0177 1.8507 0.09 -0.07 -0.06 0.3776
H 0.2578 -1.6648 1.1366 -0.15 0.01 0.12 0.3484
```
Positions in Å, forces in eV/Å.

Calculated values
* multiplicity: 1
* structure (SMILES): OCC(O)CO
* HOMO-LUMO gap: 11.066 eV
* LUMO: 0.731 eV

=====

[3]
A structure of composition C15H27AsFeN4O3SSi2, computed with the ωB97M-V functional and the def2-TZVPD basis.

Structure (XYZ):
```
54
Properties=species:S:1:pos:R:3:forces:R:3:mulliken_charge:R:1
Fe -0.3803 -1.3691 -0.2435 -0.35 -0.43 1.13 -0.1159
C 4.5059 -2.2099 0.3733 -0.06 0.02 0.03 -0.7770
N 3.5364 -1.8961 1.4210 0.11 0.01 -0.02 0.1029
C 3.8398 -1.3630 2.6593 0.01 -0.04 -0.02 -0.5217
C 2.6820 -1.1837 3.3123 -0.04 0.01 -0.02 -0.4166
N 1.6639 -1.6146 2.4609 -0.13 0.18 0.12 0.4859
C 2.2086 -2.0376 1.2957 0.15 -0.05 -0.18 0.2435
S 1.4574 -2.6791 -0.0909 0.03 0.09 -0.28 -0.3844
C 0.2943 -1.6571 2.8364 0.20 0.04 -0.10 0.4706
C 0.0013 -1.8470 4.1772 -0.01 -0.03 0.01 -0.8577
C -1.3206 -1.8369 4.5746 -0.01 0.00 0.05 -0.5431
C -2.2983 -1.6363 3.6175 -0.02 0.00 -0.01 -0.9691
C -1.9142 -1.4722 2.3037 0.11 -0.10 0.04 -0.3941
N -0.6297 -1.4869 1.8922 -0.29 0.26 -0.03 0.4721
H 5.4977 -2.1891 0.8142 0.01 0.00 0.00 0.3226
H 4.4361 -1.4757 -0.4269 -0.01 0.00 0.00 0.2834
H 4.3024 -3.1971 -0.0308 0.02 -0.02 0.02 0.3536
H 4.8509 -1.1512 2.9576 -0.01 0.00 -0.01 0.4438
H 2.4844 -0.7603 4.2788 -0.01 0.01 -0.02 0.4735
H 0.7926 -2.0184 4.8909 0.00 -0.04 -0.02 0.5390
H -1.5777 -1.9920 5.6137 0.00 0.01 -0.01 0.4359
H -3.3476 -1.6144 3.8734 0.01 0.00 -0.01 0.4579
H -2.6538 -1.3214 1.5358 0.00 -0.01 -0.02 0.7174
O -2.2618 -0.8685 -0.4473 -0.26 -0.10 -0.27 -0.4331
N -2.4779 -1.8236 -1.2958 -0.21 0.17 0.03 1.3856
O -3.5373 -2.0384 -1.7754 0.02 0.00 -0.02 -0.5646
O -1.4166 -2.4880 -1.5344 0.25 0.01 -0.25 -0.7326
C -0.8985 4.0385 -0.2111 0.09 0.15 -0.01 -1.0453
Si -1.7565 2.3978 -0.3519 0.03 -0.40 -0.03 0.3899
C -2.9101 2.3292 -1.8059 -0.11 0.04 -0.08 -1.0087
C -2.6346 1.9166 1.2186 -0.05 0.03 0.13 -0.9408
As 0.0566 0.8666 -0.5564 0.56 0.09 -0.22 0.1671
Si 0.5599 0.8081 -2.8934 0.04 -0.06 0.30 0.3325
C 0.8949 2.5633 -3.4102 -0.04 0.15 -0.04 -1.0287
C 2.0934 -0.2438 -3.0179 0.13 -0.07 -0.08 -0.9795
C -0.8302 0.0267 -3.8535 -0.10 -0.02 -0.07 -1.0131
H -1.6392 4.8298 -0.0677 0.03 0.01 0.00 0.3470
H -0.3311 4.2714 -1.1146 -0.02 0.02 0.01 0.3015
H -0.2080 4.0624 0.6337 -0.02 0.00 0.00 0.3236
H -3.7022 3.0747 -1.6906 0.01 -0.02 0.00 0.4187
H -3.3815 1.3470 -1.8759 -0.01 0.02 -0.01 0.2814
H -2.3970 2.5354 -2.7466 -0.02 0.02 0.01 0.2827
H -3.3979 2.6504 1.4899 0.02 0.00 -0.01 0.4866
H -1.9334 1.8326 2.0523 -0.02 0.02 0.00 0.2692
H -3.1286 0.9547 1.0805 -0.04 0.02 0.01 0.1183
H 1.6278 3.0418 -2.7578 0.01 -0.01 -0.02 0.3294
H -0.0152 3.1670 -3.3969 0.02 0.00 -0.01 0.2813
H 1.2897 2.5792 -4.4295 -0.01 0.01 0.01 0.3877
H 2.8386 0.0577 -2.2790 0.01 0.02 -0.02 0.1519
H 2.5455 -0.1632 -4.0103 -0.02 0.01 0.02 0.4314
H 1.8589 -1.2964 -2.8473 0.01 0.01 0.01 0.2549
H -1.8026 0.4499 -3.6016 0.00 0.01 -0.03 0.2761
H -0.8690 -1.0499 -3.6763 0.01 0.00 -0.01 0.2799
H -0.6677 0.1800 -4.9241 0.00 -0.02 0.01 0.4273
```
Positions in Å, forces in eV/Å.

Calculated values
* multiplicity: 2
* ⟨S²⟩: 1.128
* HOMO-LUMO gap (alpha / beta): 6.761 / 6.913 eV
* charge: +1
* LUMO (alpha / beta): -4.003 / -3.962 eV

=====

[4]
The molecule C10H12N2OS, computed with the ωB97M-V functional and the def2-TZVPD basis.

Structure (XYZ):
```
26
Properties=species:S:1:pos:R:3:forces:R:3:mulliken_charge:R:1
O 1.6826 -2.5793 -3.0230 0.26 -0.94 -0.68 -0.5672
C 0.9731 -2.1625 -1.8657 1.14 0.66 1.08 0.1486
C -0.1190 -1.1938 -2.1448 -3.99 2.62 0.04 -0.5770
S 0.2855 0.5000 -2.5772 1.82 0.06 -0.85 -0.1604
C 1.1723 1.1427 -1.1383 -1.00 -0.80 0.94 -0.5629
C 0.0506 1.2518 -0.0793 0.95 -2.29 2.38 -0.0045
C -1.2457 1.6245 -0.1531 -1.17 0.69 -2.58 -0.3260
N -2.0368 1.3679 0.9328 -2.18 2.14 -2.99 -0.6658
C -1.3446 0.7482 1.7468 5.07 -2.68 0.52 0.3264
C -1.6186 0.2284 3.0125 -4.53 3.45 -1.33 -0.4437
C -0.7675 -0.3787 3.7461 2.30 -2.37 4.67 -0.1650
C 0.5301 -0.4517 3.2575 5.55 -0.73 1.84 -0.3679
C 0.9376 -0.0390 2.0372 3.97 -0.69 0.00 0.2873
N 0.0304 0.4820 1.1730 -0.92 1.86 -0.41 0.1447
H 1.8474 -1.9656 -3.8001 -0.91 -0.40 2.12 0.3254
H 0.5767 -3.0960 -1.0656 1.50 2.56 -2.92 0.2470
H 1.6892 -1.4091 -1.3013 -1.00 -2.12 -0.21 0.0166
H -0.7188 -1.0204 -1.1905 0.37 -0.69 -1.11 0.2354
H -0.8919 -1.0259 -3.0395 1.06 -2.68 1.58 0.2750
H 1.4674 2.0986 -1.6100 0.52 -0.29 1.17 0.3175
H 2.0045 0.4273 -0.7579 -1.16 1.71 -0.82 0.2975
H -1.6877 1.8502 -1.1546 0.24 0.54 1.32 0.3609
H -2.5012 0.7281 3.4272 -0.29 -1.01 -0.09 0.3222
H -1.0078 -0.7289 4.8147 0.43 0.73 -1.82 0.2969
H 1.5810 -0.5499 3.9258 -3.58 -0.57 -1.25 0.1039
H 2.2473 -0.2426 1.9166 -4.45 1.25 -0.61 0.1352
```
Positions in Å, forces in eV/Å.

Calculated values
* multiplicity: 1
* structure (SMILES): OCCSCc1cnc2ccccn12
* HOMO-LUMO gap: 8.911 eV
* LUMO: 0.594 eV

=====

Calculated total energy values (in eV) by entry order: -55846.1956; -9382.5649; -149905.6331; -26422.0049.
Strongest force on any atom values (in eV Å⁻¹) by entry order: 3.9; 0.4; 1.3; 5.9.